Record 1
Here is a cluster of 2 separate species, C6H14N2S in total from the OMol25 dataset. Energies are from wB97M-V/def2-TZVPD.

Charge ... 0
Orbital gap ... 8.848 eV
Strongest force on any atom ... 0.07998 Eh/bohr

Last column: Mulliken charge in e.
Positions of all 23 atoms, in Å:
C1 -3.9165 1.6220 0.3224  -0.59
C2 -3.4821 0.4941 0.8999  -0.34
C3 2.9219 0.2627 1.5311  -0.99
C4 -0.8095 -1.6296 -0.9978  -0.78
C5 3.5236 0.6143 0.2239  0.26
C6 2.7701 0.9486 -0.8193  -0.67
N1 -1.2556 1.3456 0.0494  -0.64
N2 -1.5405 -1.3598 0.2201  -0.25
S1 -1.6838 0.2020 0.9411  0.24
H1 -4.8744 1.9238 0.0453  0.33
H2 -2.9743 2.0690 -0.1201  0.43
H3 -4.0118 -0.2913 1.3517  0.30
H4 3.6558 0.4353 2.2824  0.34
H5 2.0684 0.8756 1.6919  0.29
H6 2.3781 -0.7402 1.5312  0.22
H7 -1.1798 -2.6587 -1.2376  0.34
H8 0.3146 -1.6472 -0.9727  0.24
H9 -1.1678 -1.0584 -1.8015  0.30
H10 -1.6222 -1.9793 1.0127  0.25
H11 4.5429 0.4512 -0.0728  0.31
H12 1.7628 0.9460 -0.6606  -0.10
H13 3.1156 1.1502 -1.7524  0.34
H14 -0.2786 1.4480 0.0454  0.17

=====

Record 2
Here is a cluster of 7 separate species, C18H52BrN8O6 in total from the OMol25 dataset. Energies are from wB97M-V/def2-TZVPD.

Charge ... -1
Orbital gap ... 8.441 eV
Strongest force on any atom ... 0.03671 Eh/bohr

Last column: Mulliken charge in e.
Positions of all 85 atoms, in Å:
Br1 0.7126 0.5265 -0.5911  -0.83
C1 -0.3140 -4.1482 -1.6119  0.46
O1 -1.1166 -4.9753 -2.0219  -0.74
N1 0.9657 -4.4765 -1.2430  -0.32
N2 -0.6035 -2.8102 -1.4952  -0.11
H1 1.2702 -5.4051 -1.4586  0.17
H2 1.6095 -3.8312 -0.8143  0.24
H3 -1.5421 -2.5032 -1.6554  0.11
H4 0.1065 -2.1632 -1.2034  0.10
C2 3.8640 2.8458 1.6276  0.38
O2 4.8838 3.5113 1.6230  -0.69
N3 3.7094 1.7184 0.8663  -0.09
N4 2.7742 3.1336 2.4223  -0.39
H5 4.5300 1.2864 0.4880  0.10
H6 2.8252 1.2967 0.6156  0.17
H7 2.0720 2.4028 2.4916  0.44
H8 2.9360 3.5688 3.3128  0.23
C3 0.5104 -1.5744 -4.8653  -1.12
C4 -0.3640 -0.3350 -4.9985  0.30
C5 -1.8591 -0.6383 -4.8953  -0.66
O3 -2.6056 0.5419 -4.8807  -0.30
C6 -3.9703 0.2689 -4.7671  -0.74
N5 0.0065 0.7338 -4.0551  -0.47
H9 0.4198 -2.0052 -3.8641  0.04
H10 1.5353 -1.2189 -4.9536  0.37
H11 0.2023 -2.3465 -5.5742  0.41
H12 -0.1843 0.1242 -5.9788  0.37
H13 -1.9835 -1.2775 -4.0080  0.16
H14 -2.0521 -1.2694 -5.7800  0.42
H15 -4.3218 -0.1866 -3.8350  0.25
H16 -4.3557 -0.3164 -5.6189  0.36
H17 -4.5225 1.2142 -4.8614  0.25
H18 0.9643 1.0005 -4.2647  0.26
H19 0.0352 0.3828 -3.0943  -0.08
C7 -1.5892 1.3764 3.2633  -1.32
C8 -0.1270 1.6548 3.6294  0.75
C9 0.1675 1.4211 5.0997  -0.83
O4 -0.6915 2.2101 5.8745  -0.29
C10 -0.8794 1.7348 7.1803  -0.79
N6 0.8134 0.9055 2.8139  -0.38
H20 -1.7124 1.7058 2.2322  -0.02
H21 -2.2780 1.9360 3.8979  0.43
H22 -1.8146 0.3154 3.3892  0.35
H23 0.0427 2.7281 3.4778  0.16
H24 1.2233 1.6859 5.2785  0.37
H25 0.1493 0.3489 5.3545  0.42
H26 -0.0455 1.1937 7.6438  0.32
H27 -1.7510 1.0636 7.2000  0.30
H28 -1.0870 2.5572 7.8693  0.25
H29 0.4990 0.8766 1.8352  -0.03
H30 0.7693 -0.0837 3.0598  0.23
C11 -2.3885 3.5565 0.1048  -1.42
C12 -3.0245 2.3072 -0.4713  0.93
C13 -4.5093 2.3650 -0.6620  -0.85
O5 -4.9828 1.0916 -1.0403  -0.23
C14 -6.2377 1.1302 -1.6487  -0.84
N7 -2.3082 1.8163 -1.6995  -0.44
H31 -2.7614 3.7521 1.1164  0.38
H32 -2.5242 4.4780 -0.4662  0.40
H33 -1.3177 3.3587 0.1913  0.24
H34 -2.8204 1.5101 0.2703  0.10
H35 -4.7262 3.1031 -1.4473  0.38
H36 -4.9904 2.6536 0.2812  0.31
H37 -6.4039 0.2212 -2.2332  0.27
H38 -6.2941 1.9341 -2.3977  0.35
H39 -7.0591 1.2345 -0.9297  0.30
H40 -2.8157 0.9422 -1.8837  0.29
H41 -1.4550 1.3900 -1.3052  -0.23
C15 3.3976 -4.2178 1.5485  -1.54
C16 3.1538 -2.7236 1.3954  0.41
C17 4.1334 -2.0756 0.4387  -0.49
O6 5.4391 -2.2035 0.9367  -0.34
C18 6.3848 -1.5881 0.1093  -0.73
N8 1.7949 -2.5020 0.8556  -0.05
H42 2.6549 -4.7219 2.1612  0.38
H43 4.3451 -4.3128 2.1006  0.43
H44 3.5984 -4.7063 0.5945  0.31
H45 3.2271 -2.2381 2.3802  0.35
H46 3.8070 -1.0675 0.1549  0.19
H47 4.0155 -2.6575 -0.4992  0.26
H48 6.3968 -0.5005 0.2353  0.23
H49 6.3026 -1.8942 -0.9384  0.32
H50 7.3807 -1.9208 0.4244  0.29
H51 1.0930 -2.7037 1.5579  0.18
H52 1.6676 -1.5160 0.6084  -0.08

=====

Record 3
Here is a structure of composition C24H61CaN2O10 from the OMol25 dataset. Energies are from wB97M-V/def2-TZVPD.

Charge ... +1
Orbital gap ... 3.864 eV
Strongest force on any atom ... 0.11568 Eh/bohr

Last column: Mulliken charge in e.
Positions of all 98 atoms, in Å:
Ca1 0.3070 4.6808 0.5122  1.57
C1 -0.0838 -1.2731 0.0836  -0.70
C2 -0.0776 0.1951 0.2107  0.71
O1 0.3000 0.8301 1.2460  -0.75
O2 -0.6284 0.9935 -0.6176  -0.74
H1 -0.4882 -1.7347 0.9844  0.24
H2 0.9533 -1.5703 -0.0717  0.14
H3 -0.6386 -1.5952 -0.7976  0.25
C3 -0.3519 -1.7396 5.5211  -0.58
O3 -0.2857 -0.2638 5.5511  -0.50
H4 0.6286 -2.2086 5.4390  0.25
H5 -0.8632 -2.0211 6.4417  0.27
H6 -0.9937 -2.2349 4.7924  0.26
H7 0.0855 -0.0485 4.6924  0.29
C4 -2.0466 6.8332 -1.5572  -0.78
O4 -0.9726 5.8451 -1.7451  -0.25
C5 -0.5627 5.8079 -3.1456  -0.65
C6 0.5566 4.8291 -3.5169  -0.83
N1 1.6530 5.0045 -2.6320  -0.13
C7 2.6085 3.9170 -2.6922  -0.93
C8 3.5307 4.1404 -1.4894  -0.58
O5 2.8021 4.1345 -0.1980  -0.22
C9 3.6806 4.1767 0.9939  -0.82
H8 -1.7225 7.8685 -1.6629  0.35
H9 -2.4909 6.7949 -0.5626  0.29
H10 -2.8489 6.7400 -2.2892  0.30
H11 -0.3863 6.8241 -3.4980  0.46
H12 -1.4411 5.4105 -3.6541  0.42
H13 0.8826 5.1936 -4.4911  0.31
H14 0.1495 3.8184 -3.4875  0.46
H15 2.1610 5.8641 -2.7834  0.22
H16 3.2640 4.0083 -3.5584  0.33
H17 2.2258 2.9013 -2.5925  0.47
H18 4.0982 5.0639 -1.6042  0.42
H19 4.1239 3.2260 -1.4843  0.47
H20 3.2846 3.4179 1.6688  0.30
H21 3.5136 5.1784 1.3900  0.30
H22 4.7367 4.0212 0.7736  0.35
C10 1.5221 -6.0992 3.1206  -0.75
O6 2.5547 -5.1760 2.7835  -0.23
C11 3.8467 -5.6427 3.0046  -0.74
C12 4.9107 -4.5194 2.8749  -0.37
N2 5.6020 -4.7506 1.5738  -0.27
C13 6.3609 -3.5928 1.1235  -0.92
C14 5.6444 -2.5407 0.2220  -0.45
O7 5.0197 -2.9111 -1.0238  -0.32
C15 5.8888 -3.4718 -1.9922  -0.75
H23 0.5240 -5.9371 2.7136  0.25
H24 1.4016 -6.1968 4.1995  0.29
H25 1.9030 -7.0231 2.6854  0.31
H26 4.0328 -6.5722 2.4666  0.45
H27 3.8976 -5.9091 4.0603  0.35
H28 5.6462 -4.6677 3.6655  0.29
H29 4.4123 -3.5515 2.9288  0.26
H30 5.0861 -5.1860 0.8226  0.27
H31 7.2293 -3.8736 0.5275  0.38
H32 6.8091 -3.0881 1.9793  0.39
H33 6.3129 -1.7351 -0.0818  0.44
H34 4.8424 -2.0339 0.7587  0.27
H35 5.3235 -3.4859 -2.9240  0.24
H36 6.1669 -4.4911 -1.7243  0.27
H37 6.7748 -2.8809 -2.2248  0.32
C16 -4.4738 5.3757 4.4249  -1.27
C17 -3.7862 4.0852 3.9704  0.51
C18 -4.7518 2.8690 3.9214  -1.44
O8 -3.4017 4.3209 2.6151  -0.47
H38 -3.7971 6.1263 4.8332  0.34
H39 -5.0960 5.3120 5.3176  0.35
H40 -4.8478 5.9018 3.5466  0.30
H41 -2.8845 3.7870 4.5053  0.26
H42 -5.4770 2.7546 3.1157  0.41
H43 -5.3232 2.7466 4.8415  0.32
H44 -3.9988 2.0833 3.8615  0.44
H45 -3.9325 3.6647 2.1576  0.27
C19 -1.1736 -6.0644 -3.3040  -1.13
C20 -0.6360 -7.3698 -2.6203  0.46
C21 -1.5089 -8.1668 -1.7430  -1.13
O9 -0.1795 -8.1425 -3.7036  -0.55
H46 -1.5823 -6.2899 -4.2890  0.31
H47 -0.4240 -5.3221 -3.5784  0.31
H48 -1.9217 -5.5779 -2.6781  0.29
H49 0.2949 -7.1293 -2.1068  0.21
H50 -0.8418 -8.7666 -1.1238  0.32
H51 -1.9291 -8.9614 -2.3596  0.28
H52 -2.2465 -7.5782 -1.1974  0.32
H53 -0.8403 -8.1049 -4.3990  0.32
C22 -7.3251 3.4482 -2.5336  -1.31
C23 -6.2915 2.3416 -2.5930  0.74
C24 -5.8198 1.9196 -3.9899  -1.39
O10 -5.2049 2.6848 -1.7443  -0.51
H54 -7.2003 4.3971 -3.0554  0.33
H55 -7.5546 3.7426 -1.5095  0.33
H56 -8.2803 3.1093 -2.9348  0.36
H57 -6.6671 1.4657 -2.0640  0.10
H58 -6.5197 1.4652 -4.6910  0.35
H59 -4.9466 1.2673 -3.9743  0.38
H60 -5.3764 2.7136 -4.5908  0.35
H61 -4.4304 2.1987 -2.0366  0.26

=====

Record 4
Here is a structure of composition C34H38N5O9Rb from the OMol25 dataset. Energies are from wB97M-V/def2-TZVPD.

Charge ... -2
Orbital gap ... 5.770 eV
Strongest force on any atom ... 0.02814 Eh/bohr

Last column: Mulliken charge in e.
Positions of all 87 atoms, in Å:
Rb1 0.3112 -0.3202 0.2558  0.67
O1 0.2681 2.5547 0.3367  0.01
C1 1.3118 3.1200 -0.4092  -0.95
C2 2.2454 2.1312 -1.1411  -0.82
N1 1.5727 0.9764 -1.7056  0.81
C3 0.6721 1.2880 -2.7997  -0.67
C4 -0.3281 0.1612 -3.1633  0.07
O2 -0.8656 -0.4468 -2.1815  -0.33
O3 -0.5480 -0.0280 -4.3671  -0.84
C5 2.5131 -0.1000 -2.0517  -0.49
C6 3.2822 -0.6630 -0.8076  0.40
O4 4.4638 -0.2837 -0.6671  -0.78
O5 2.6167 -1.4338 -0.0657  -0.76
H1 0.5700 2.1783 1.2559  -0.33
H2 1.9585 3.7552 0.2156  0.35
H3 0.8480 3.7874 -1.1460  0.43
H4 3.0130 1.7630 -0.4590  0.46
H5 2.7710 2.7118 -1.9271  0.16
H6 1.2198 1.5370 -3.7224  0.16
H7 0.0660 2.1522 -2.5136  0.28
H8 3.2486 0.2518 -2.7924  0.28
H9 1.9305 -0.9115 -2.4936  0.27
O6 -2.1617 -2.6865 -2.4732  -0.57
C7 -1.1733 -3.5378 -1.9458  -0.64
C8 -1.5239 -3.8991 -0.5240  0.64
C9 -2.5680 -4.7858 -0.2543  -0.79
C10 -2.9262 -5.0328 1.0559  -0.31
C11 -2.2308 -4.3898 2.0721  -0.61
C12 -1.2068 -3.5305 1.7133  -0.14
N2 -0.8514 -3.2873 0.4508  -0.01
H10 -1.7806 -1.7516 -2.4549  0.47
H11 -0.1854 -3.0688 -1.9447  0.03
H12 -1.1238 -4.4524 -2.5511  0.44
H13 -3.0966 -5.2458 -1.0805  0.40
H14 -3.7414 -5.7083 1.2885  0.38
H15 -2.4795 -4.5364 3.1153  0.38
H16 -0.6402 -2.9982 2.4729  0.39
C13 -1.9869 -1.3976 5.7872  -0.68
O7 -2.6826 -0.3735 5.1061  -0.16
C14 -3.2905 0.5807 5.8428  1.36
C15 -3.5477 0.4729 7.2001  -0.64
C16 -4.2561 1.4726 7.8651  -0.72
C17 -4.6971 2.5823 7.1699  -0.68
C18 -4.3981 2.7130 5.8161  -0.86
C19 -3.6890 1.7348 5.1309  -0.04
N3 -3.4122 1.8468 3.7721  0.41
C20 -2.1260 1.5868 3.2178  -0.46
N4 -1.1098 1.8728 4.0746  0.06
C21 0.2695 1.4969 4.0047  -0.26
C22 1.0098 1.4615 2.8275  -0.19
C23 2.3594 1.0897 2.9942  -0.30
C24 2.9367 0.8136 4.2235  -1.12
C25 2.1666 0.8816 5.3861  -0.42
C26 0.8299 1.2128 5.2620  0.96
O8 -0.0362 1.2880 6.3503  -0.23
C27 0.5353 1.2181 7.6298  -1.20
N5 -1.9526 1.1482 2.0338  0.60
C28 -2.9737 1.0278 1.1010  -0.65
C29 -3.0370 -0.1227 0.3072  -0.35
C30 -3.9180 -0.2556 -0.7489  -0.91
C31 -4.7698 0.7950 -1.0710  -0.62
C32 -4.7069 1.9660 -0.3299  -0.75
C33 -3.8295 2.0725 0.7361  1.11
O9 -3.7440 3.2721 1.4313  -0.59
C34 -2.7461 4.1326 0.8658  -0.53
H17 -1.4739 -1.9689 5.0184  0.07
H18 -2.6742 -2.0538 6.3315  0.33
H19 -1.2505 -0.9695 6.4718  0.23
H20 -3.2128 -0.4032 7.7388  0.38
H21 -4.4570 1.3707 8.9247  0.38
H22 -5.2501 3.3645 7.6753  0.38
H23 -4.7021 3.6004 5.2720  0.44
H24 -3.9306 2.5315 3.2385  0.39
H25 -1.4110 2.1047 5.0054  0.36
H26 2.9961 0.9939 2.1149  0.26
H27 3.9836 0.5346 4.2907  0.39
H28 2.6045 0.6643 6.3514  0.34
H29 -0.2696 1.4074 8.3389  0.26
H30 1.3221 1.9682 7.7586  0.40
H31 0.9638 0.2288 7.8294  0.40
H32 -2.3271 -0.9082 0.5224  0.50
H33 -3.8873 -1.1575 -1.3492  0.44
H34 -5.4431 0.7193 -1.9162  0.37
H35 -5.3315 2.8200 -0.5684  0.44
H36 -2.5267 4.8992 1.6091  0.28
H37 -3.1225 4.6021 -0.0475  0.34
H38 -1.8308 3.5682 0.6567  0.04

=====

Taking the records one at a time from the top gives LUMO energy values of 0.711, 2.478, -5.198, 3.763 eV.